Entry 1:
The following is a DFT calculation (wB97M-V/def2-TZVPD) of C43H37Cl2GeN6O2Pd as an isolated structure.

Output
HOMO-LUMO gap (spin up / spin down): 5.474 / 5.473 eV
HOMO (spin up / spin down): -10.642 / -10.642 eV
Largest force on an atom: 0.73 eV Å⁻¹
2S+1: 1
Net charge: +1

Last column: Mulliken charge in e.
Geometry (Å):
Pd1 0.416547 0.707196 1.203150  1.04
C1 1.038379 -2.228451 0.032358  -0.80
N1 -0.238866 -1.604344 0.243377  0.17
C2 -1.047130 -1.248988 -0.893412  0.16
C3 -0.575851 0.042688 -1.498511  -0.14
N2 -0.004378 1.002253 -0.809264  0.79
C4 0.280541 2.028057 -1.699443  -0.06
C5 0.879948 3.266746 -1.499402  -0.87
C6 1.015303 4.090377 -2.598952  -0.66
C7 0.565498 3.698659 -3.868654  -0.54
C8 -0.029515 2.470065 -4.078530  -1.09
C9 -0.158880 1.644996 -2.968220  1.08
N3 -0.682365 0.372535 -2.801516  0.17
C10 2.162442 -1.483023 0.710088  0.51
N4 2.263928 -0.163555 0.779593  -0.12
C11 3.424581 0.087816 1.515155  0.33
C12 3.994038 1.295135 1.907559  -0.54
C13 5.166806 1.234444 2.633655  -0.80
C14 5.767037 0.009230 2.958651  -0.46
C15 5.212406 -1.193660 2.569024  -1.07
C16 4.030368 -1.122914 1.843233  0.73
N5 3.195956 -2.095839 1.313875  -0.11
H1 1.257876 -2.232800 -1.039365  0.30
H2 1.065878 -3.272966 0.362058  0.50
H3 -0.777818 -1.875411 1.053147  0.17
H4 -2.071825 -1.096364 -0.540396  -1.13
H5 -1.083568 -2.021970 -1.671155  0.54
H6 1.223426 3.567205 -0.518488  0.27
H7 1.475875 5.062007 -2.482994  0.44
H8 0.689222 4.375979 -4.702450  0.40
H9 -0.374484 2.169167 -5.058657  0.43
H10 -1.119833 -0.197203 -3.504715  0.32
H11 3.532291 2.237958 1.646750  0.43
H12 5.642539 2.151414 2.954097  0.44
H13 6.688471 0.008140 3.524493  0.41
H14 5.677883 -2.137925 2.816876  0.42
H15 3.330038 -3.092146 1.362379  0.27
O1 -2.087961 -0.663265 2.284364  -0.62
C17 -2.264649 0.550891 2.204945  0.82
O2 -1.433053 1.389313 1.679532  -0.91
C18 -3.476944 1.220445 2.823482  -0.67
C19 -4.582265 0.255964 3.224536  -1.59
Ge1 -5.446219 -0.857611 1.834877  1.48
C20 -7.285810 -0.233128 1.603160  0.01
C21 -8.279996 -1.078071 1.111110  -0.11
C22 -9.564766 -0.607716 0.879571  -0.77
C23 -9.873195 0.722411 1.128621  -0.49
C24 -8.892979 1.578951 1.607635  -0.75
C25 -7.610782 1.100697 1.844419  -0.37
C26 -4.659613 -0.789841 0.030704  0.22
C27 -4.322078 0.420255 -0.581905  -0.17
C28 -3.935950 0.467448 -1.914536  -0.60
C29 -3.904570 -0.699550 -2.668858  -0.61
C30 -4.228560 -1.911595 -2.077152  -0.96
C31 -4.593051 -1.953347 -0.735959  -0.35
C32 -5.415896 -2.713625 2.429721  -0.30
C33 -4.253571 -3.472804 2.286417  0.20
C34 -4.191538 -4.774353 2.763151  -0.70
C35 -5.291085 -5.333567 3.401031  -0.52
C36 -6.446675 -4.584961 3.565761  -0.69
C37 -6.506881 -3.283676 3.083278  -0.56
H16 -3.815186 2.006963 2.148020  0.29
H17 -3.097287 1.747715 3.707380  0.40
H18 -5.379274 0.809230 3.725227  0.70
H19 -4.192106 -0.459662 3.949025  0.54
H20 -8.053078 -2.117882 0.900140  0.44
H21 -10.325178 -1.279535 0.502219  0.41
H22 -10.875126 1.090016 0.949119  0.39
H23 -9.126810 2.618341 1.799898  0.40
H24 -6.860388 1.785707 2.224551  0.24
H25 -4.391447 1.350612 -0.032181  0.28
H26 -3.690768 1.419250 -2.371745  0.43
H27 -3.656249 -0.656460 -3.723766  0.63
H28 -4.226597 -2.823188 -2.662469  0.47
H29 -4.864608 -2.905210 -0.292624  0.46
H30 -3.381667 -3.033665 1.811519  0.30
H31 -3.284414 -5.353267 2.641231  0.41
H32 -5.244813 -6.349102 3.772550  0.39
H33 -7.303594 -5.012911 4.070109  0.42
H34 -7.417231 -2.710948 3.220240  0.45
Cl1 0.735695 3.310039 2.537041  -0.16
C38 0.348354 2.453506 3.965731  0.96
C39 0.019779 3.188296 5.074768  -0.78
C40 -0.206444 2.542686 6.290662  -0.27
C41 -0.069588 1.165245 6.432821  -0.71
C42 0.286217 0.414810 5.338781  0.96
Cl2 0.449870 -1.271210 5.507931  -0.11
C43 0.462544 1.009986 4.028606  -0.75
N6 0.684499 0.208016 3.023375  -0.49
H35 -0.048126 4.264339 5.005011  0.49
H36 -0.477224 3.136807 7.153847  0.44
H37 -0.234860 0.686430 7.386754  0.47

Atomic forces in eV per Å
Pd -0.163 0.166 -0.217
C -0.024 -0.028 0.020
N -0.116 -0.404 -0.280
C -0.023 0.019 0.010
C 0.062 -0.004 0.091
N 0.147 -0.217 0.075
C -0.086 0.058 0.006
C 0.018 0.009 -0.021
C 0.005 0.003 0.024
C -0.005 -0.011 -0.011
C 0.008 -0.005 -0.004
C 0.019 0.059 0.018
N 0.003 -0.028 -0.060
C -0.046 0.241 -0.123
N -0.129 -0.511 0.505
C 0.006 0.145 -0.153
C -0.017 -0.027 0.036
C -0.003 0.040 -0.010
C 0.015 -0.015 0.012
C -0.001 -0.016 -0.018
C 0.060 0.090 0.023
N 0.011 -0.092 -0.130
H 0.027 -0.044 -0.010
H 0.011 0.002 0.002
H 0.095 0.041 0.065
H 0.058 -0.022 -0.040
H -0.020 0.010 -0.009
H -0.002 -0.005 0.005
H -0.001 0.000 -0.002
H -0.003 -0.002 -0.003
H 0.002 0.003 -0.001
H -0.046 -0.007 0.005
H -0.008 0.004 -0.001
H -0.001 0.002 0.001
H 0.001 -0.003 0.002
H 0.002 -0.001 0.001
H -0.004 0.007 -0.005
O -0.090 -0.037 -0.010
C 0.086 -0.157 0.153
O 0.181 0.346 -0.037
C -0.056 -0.063 -0.100
C -0.031 -0.004 -0.080
Ge 0.031 0.066 0.047
C 0.086 -0.012 0.015
C 0.001 -0.008 -0.052
C -0.004 -0.007 -0.003
C 0.007 0.003 0.002
C 0.000 -0.007 0.009
C -0.042 -0.012 0.012
C 0.031 0.062 0.062
C -0.014 -0.042 -0.004
C -0.048 -0.001 -0.015
C 0.024 0.030 -0.011
C -0.045 0.000 -0.004
C -0.083 -0.026 -0.030
C -0.009 0.054 0.039
C 0.027 -0.008 0.023
C 0.002 0.009 -0.005
C 0.002 0.007 0.004
C -0.002 -0.009 0.001
C -0.002 -0.022 -0.013
H -0.040 0.005 -0.033
H 0.010 0.010 -0.005
H -0.026 -0.020 0.003
H 0.023 -0.023 -0.006
H -0.003 0.011 0.000
H -0.004 0.004 0.001
H 0.001 0.002 -0.004
H -0.004 0.000 0.001
H 0.015 0.004 0.005
H 0.031 0.034 0.053
H -0.007 -0.007 0.009
H -0.008 -0.021 -0.005
H 0.023 0.008 0.001
H 0.018 0.021 -0.023
H -0.016 -0.007 0.014
H 0.001 -0.005 0.003
H 0.000 -0.002 0.001
H 0.002 -0.005 -0.001
H 0.010 -0.004 0.004
Cl 0.022 0.106 0.322
C -0.037 0.343 -0.167
C -0.034 0.122 0.083
C 0.059 -0.147 -0.169
C -0.040 0.034 0.110
C -0.012 -0.254 0.121
Cl -0.015 0.147 -0.019
C 0.098 -0.335 -0.409
N 0.034 0.360 0.281
H -0.002 -0.005 0.004
H -0.003 0.000 0.014
H -0.001 0.002 0.002

Entry 2:
The following is a DFT calculation (wB97M-V/def2-TZVPD) of a 2-piece molecular cluster, C5H6O2 overall in a non-equilibrium geometry.

Output
HOMO-LUMO gap: 9.540 eV
HOMO: -8.861 eV
Largest force on an atom: 2.96 eV Å⁻¹
ΔE to the lowest compared entry with this formula, charge and spin: 78.3 kcal per mole
2S+1: 1

Last column: Mulliken charge in e.
Geometry (Å):
C1 -0.321113 1.126335 1.464761  -1.24
C2 -0.141298 -0.810022 -1.345629  -0.57
C3 1.182956 -0.130907 -0.997911  -0.44
C4 0.426226 -0.808730 0.071040  0.56
C5 -1.535026 0.668734 1.231501  0.97
O1 0.539790 -1.608158 0.973956  -0.56
O2 -2.566575 0.303698 0.851424  -0.34
H1 -0.181177 2.193265 1.466511  0.33
H2 0.370935 0.649546 2.143565  0.34
H3 -0.987324 -0.187114 -1.618076  0.21
H4 -0.105221 -1.743967 -1.889396  0.26
H5 1.215073 0.955249 -1.038876  0.23
H6 2.102754 -0.607930 -1.312870  0.26

Atomic forces in eV per Å
C 0.113 0.454 1.043
C -0.746 0.236 0.926
C 0.628 0.814 0.567
C 0.459 -2.232 -1.895
C -0.434 -0.002 -0.558
O -0.182 1.039 -0.072
O 0.495 0.084 0.433
H -0.271 0.353 -0.449
H -0.234 -0.491 -0.194
H 0.189 0.117 0.032
H -0.010 -0.152 0.177
H -0.079 -0.195 -0.052
H 0.072 -0.024 0.041

| no. | E_tot (eV) |
| --- | --- |
| 1 | -143263.1804 |
| 2 | -9373.6996 |